This record from OMol25 describes one molecule with the formula C4H8N2O. The level of theory is ωB97M-V/def2-TZVPD.

For the energy relative to the best compared isomer or geometry (same formula, charge and spin), the calculation gives 3.933 eV. As for the structure (SMILES): N[C@@]1(O)CN2C[C@H]21.

Each line ends with the Löwdin charge.
Cartesian coordinates (Å):
1 N 1.38125 -0.80811 -0.91053  0.127
2 C 0.43078 -0.65707 0.11667  -0.502
3 O 0.45380 -1.82726 0.87061  0.015
4 C 0.57513 0.69884 0.83380  -0.125
5 N -0.82461 1.11590 0.71785  -0.057
6 C -1.22580 1.09146 -0.69052  -0.145
7 C -1.24137 -0.15121 0.07759  -0.147
8 H 1.69770 -1.72434 -1.19447  0.094
9 H 1.93717 -0.03127 -1.23130  0.084
10 H -0.47694 -1.89878 1.09893  0.084
11 H 0.85334 0.54319 1.87982  0.122
12 H 1.27171 1.40506 0.36753  0.113
13 H -0.48169 1.10204 -1.48411  0.101
14 H -2.12441 1.66913 -0.88427  0.104
15 H -2.22605 -0.52756 0.43242  0.131

---

This record from OMol25 describes one molecule with the formula C18H19ClN4O4. The level of theory is ωB97M-V/def2-TZVPD.

For the energy relative to the best compared isomer or geometry (same formula, charge and spin), the calculation gives 0.000 eV. As for the structure (SMILES): COc1ccc(COC(=O)N/N=C(\C)CC(=O)Nc2ccc(Cl)cn2)cc1.

Each line ends with the Löwdin charge.
Cartesian coordinates (Å):
1 C -4.10719 -3.97405 1.45115  -0.089
2 O -2.73409 -3.66750 1.48469  -0.083
3 C -2.23907 -2.79108 0.57013  -0.275
4 C -2.99130 -2.14201 -0.40324  -0.009
5 C -2.37527 -1.26928 -1.28393  -0.018
6 C -1.01101 -1.02961 -1.21678  -0.206
7 C -0.36679 -0.02719 -2.13387  -0.101
8 O -0.49239 1.28978 -1.57447  -0.022
9 C -1.53700 2.03365 -1.98381  -0.568
10 O -2.31348 1.73974 -2.85684  0.098
11 N -1.60843 3.21075 -1.29445  0.074
12 N -0.64377 3.63795 -0.39427  0.097
13 C -0.44218 2.97498 0.67241  -0.351
14 C -1.20654 1.78672 1.16322  0.003
15 C 0.71305 3.42695 1.50694  -0.044
16 C 1.84619 2.40175 1.56305  -0.447
17 O 2.54570 2.27989 2.53995  0.080
18 N 1.99191 1.68271 0.41265  0.170
19 C 2.93005 0.69895 0.13605  -0.274
20 C 3.96014 0.33259 1.00590  0.020
21 C 4.82964 -0.66196 0.60455  -0.073
22 C 4.64660 -1.25465 -0.63988  -0.665
23 Cl 5.70696 -2.50057 -1.18717  0.673
24 C 3.59310 -0.82688 -1.43422  -0.161
25 N 2.76127 0.12249 -1.05197  0.113
26 C -0.26314 -1.67502 -0.23651  -0.034
27 C -0.86572 -2.54653 0.64420  0.006
28 H -4.39499 -4.42545 0.49634  0.096
29 H -4.26750 -4.69406 2.25205  0.093
30 H -4.72222 -3.08714 1.63469  0.095
31 H -4.05372 -2.30660 -0.48773  0.104
32 H -2.96647 -0.76306 -2.03287  0.117
33 H -0.84014 -0.03239 -3.11997  0.131
34 H 0.70942 -0.19421 -2.21198  0.102
35 H -2.07822 3.97097 -1.76793  0.155
36 H -1.31009 1.83905 2.24482  0.093
37 H -2.19287 1.74907 0.70361  0.090
38 H -0.68752 0.86012 0.91911  0.077
39 H 0.40595 3.62284 2.53549  0.130
40 H 1.12284 4.34800 1.08579  0.131
41 H 1.33247 1.82790 -0.34632  0.125
42 H 4.06375 0.81738 1.96150  0.102
43 H 5.63964 -0.97585 1.24415  0.112
44 H 3.40803 -1.26054 -2.40711  0.112
45 H 0.79972 -1.49262 -0.17166  0.102
46 H -0.29530 -3.05601 1.40454  0.119

---

This record from OMol25 describes a 3-piece molecular cluster, C40H59BClN3O10S2 overall. The level of theory is ωB97M-V/def2-TZVPD.

As for the structure (SMILES): CC(=O)NCCCCC1=C(CCCSC(=S)N(c2ccccc2)c2ccccc2)C(=O)C(B(N)O)=C(Cl)C1=O.COCCOCCOC.COCCOCCOC.

Each line ends with the Löwdin charge.
Cartesian coordinates (Å):
1 C -1.01394 2.73194 0.43520  0.006
2 C -2.15601 1.92033 -0.10572  -0.529
3 O -2.00423 1.17892 -1.05920  0.048
4 N -3.40764 2.08420 0.49080  0.057
5 C -3.48449 1.53220 1.86958  -0.171
6 C -3.87119 0.05677 1.80535  -0.183
7 C -5.38360 -0.14593 1.70147  -0.173
8 C -5.79203 -1.55570 1.22824  -0.119
9 C -4.95325 -2.10406 0.11099  -0.105
10 C -4.26530 -3.25589 0.13259  -0.072
11 C -4.22684 -4.18836 1.30271  -0.131
12 C -3.29175 -3.71906 2.41997  -0.224
13 C -1.80457 -3.98641 2.11765  -0.442
14 S -1.21669 -5.27878 3.23932  0.915
15 C 0.54354 -5.23720 2.96792  -1.094
16 S 1.29987 -6.53530 2.36472  0.706
17 N 1.27257 -4.09019 3.35436  -0.078
18 C 0.60449 -3.16046 4.23453  -0.255
19 C 0.30367 -3.61877 5.51611  -0.044
20 C -0.36222 -2.81478 6.42428  -0.068
21 C -0.73802 -1.52360 6.05945  -0.081
22 C -0.41132 -1.05474 4.79499  -0.094
23 C 0.25437 -1.86312 3.87992  -0.049
24 C 2.05118 -3.49010 2.29368  -0.266
25 C 3.42216 -3.38711 2.47961  -0.006
26 C 4.21674 -2.81371 1.49920  -0.082
27 C 3.65517 -2.33760 0.32342  -0.089
28 C 2.28121 -2.44552 0.14025  -0.067
29 C 1.48853 -3.03204 1.11146  -0.033
30 C -3.48219 -3.66655 -1.07368  -0.279
31 O -3.02051 -4.79270 -1.13318  0.116
32 C -3.25283 -2.71344 -2.19046  -0.022
33 B -2.22942 -3.09767 -3.34488  -0.577
34 N -2.28219 -4.43995 -3.90419  0.164
35 O -1.36442 -2.16876 -3.86041  0.134
36 C -3.97766 -1.58452 -2.20834  -0.517
37 Cl -3.94956 -0.44529 -3.47808  0.826
38 C -4.96679 -1.28003 -1.12952  -0.349
39 O -5.79102 -0.39948 -1.26794  0.095
40 H -0.12782 2.50927 -0.15244  0.081
41 H -0.79695 2.49915 1.47697  0.069
42 H -1.22544 3.79678 0.35050  0.092
43 H -4.05919 1.59274 -0.11819  0.114
44 H -2.49235 1.64042 2.30100  0.097
45 H -4.19656 2.11301 2.45431  0.118
46 H -3.32397 -0.37145 0.96231  0.111
47 H -3.52799 -0.44795 2.71254  0.106
48 H -5.88373 0.59499 1.08095  0.109
49 H -5.77492 -0.01731 2.71300  0.117
50 H -5.83843 -2.24252 2.07197  0.111
51 H -6.81171 -1.50318 0.83608  0.130
52 H -3.92118 -5.18319 0.98468  0.122
53 H -5.22762 -4.28449 1.72806  0.120
54 H -3.55771 -4.26295 3.32794  0.093
55 H -3.40723 -2.65596 2.62670  0.091
56 H -1.62966 -4.29058 1.08663  0.076
57 H -1.23560 -3.07898 2.31950  0.049
58 H 0.59461 -4.62446 5.79218  0.121
59 H -0.60802 -3.19209 7.40789  0.106
60 H -1.27153 -0.89564 6.76049  0.102
61 H -0.68638 -0.04255 4.52444  0.097
62 H 0.49806 -1.47187 2.90123  0.106
63 H 3.87995 -3.76138 3.38488  0.122
64 H 5.28660 -2.74266 1.64507  0.107
65 H 4.26661 -1.88610 -0.44634  0.106
66 H 1.82954 -2.07436 -0.77080  0.104
67 H 0.42328 -3.11119 0.93958  0.100
68 H -1.98426 -4.42206 -4.87460  0.076
69 H -1.68466 -5.07600 -3.38893  0.080
70 H -0.98690 -1.57080 -3.20738  0.102
71 C 2.68433 5.51781 -7.34470  -0.117
72 O 1.65372 4.56342 -7.24490  -0.195
73 C 1.71330 3.55906 -8.24201  -0.205
74 C 1.24261 2.22244 -7.71654  -0.185
75 O 2.15564 1.57790 -6.84520  -0.123
76 C 2.29154 2.07589 -5.52546  -0.185
77 C 1.10508 1.81191 -4.62659  -0.206
78 O 0.03586 2.69166 -4.91336  -0.193
79 C -1.23133 2.12723 -4.63661  -0.106
80 H 2.55802 6.15650 -8.22668  0.088
81 H 2.64141 6.13943 -6.45204  0.087
82 H 3.66847 5.03727 -7.38893  0.087
83 H 2.73694 3.45300 -8.61970  0.125
84 H 1.06423 3.85190 -9.07868  0.127
85 H 1.15952 1.55380 -8.57661  0.128
86 H 0.25049 2.30557 -7.26807  0.121
87 H 2.55123 3.13676 -5.52112  0.121
88 H 3.14033 1.52578 -5.11181  0.127
89 H 1.41908 1.96119 -3.58240  0.127
90 H 0.78818 0.76886 -4.74920  0.124
91 H -1.34909 1.15985 -5.13997  0.083
92 H -1.98531 2.81056 -5.02483  0.091
93 H -1.38769 1.99438 -3.56187  0.069
94 C 2.40581 0.91121 4.40124  -0.109
95 O 3.40167 1.40729 3.53799  -0.185
96 C 3.29001 0.91834 2.21196  -0.196
97 C 3.70787 1.95979 1.20138  -0.177
98 O 2.77480 3.01241 1.02204  -0.131
99 C 2.67069 4.00000 2.03396  -0.186
100 C 3.84951 4.94167 2.11959  -0.205
101 O 4.95646 4.32625 2.75264  -0.196
102 C 6.19800 4.81993 2.30617  -0.114
103 H 2.54087 -0.15744 4.60375  0.087
104 H 2.48024 1.46057 5.33854  0.093
105 H 1.40492 1.06948 3.98170  0.071
106 H 2.25892 0.60821 1.99877  0.121
107 H 3.93895 0.03936 2.10848  0.117
108 H 3.75706 1.46022 0.23030  0.126
109 H 4.70603 2.34332 1.42340  0.123
110 H 2.45843 3.55496 3.00842  0.121
111 H 1.80307 4.59806 1.74555  0.125
112 H 3.55054 5.82150 2.70625  0.129
113 H 4.11799 5.27361 1.10969  0.127
114 H 6.28001 4.75906 1.21478  0.087
115 H 6.97420 4.19762 2.74764  0.088
116 H 6.35472 5.85821 2.62064  0.088

---

This record from OMol25 describes a 3-piece molecular cluster, C6H7N5 overall. The level of theory is ωB97M-V/def2-TZVPD.

For the energy relative to the best compared isomer or geometry (same formula, charge and spin), the calculation gives 6.431 eV.

Each line ends with the Löwdin charge.
Cartesian coordinates (Å):
1 C 3.33824 0.30517 0.02848  -0.067
2 C 1.76653 0.01799 0.00551  -0.410
3 C 0.01723 -1.08319 0.07839  -0.256
4 C -2.32279 -1.40545 -0.06879  -0.172
5 C -1.60499 0.78501 -0.02380  -0.344
6 C -0.28640 0.40065 -0.00173  -0.315
7 H 3.63697 1.18377 -0.73060  0.070
8 H 4.08773 -0.80251 -0.71393  0.186
9 H 3.45745 0.47798 1.14581  0.054
10 H -0.98341 -2.71442 0.07104  0.055
11 H -3.25227 -1.98764 0.11797  0.140
12 H -1.03882 2.95604 0.28270  0.300
13 H -3.16423 2.16310 -0.08701  0.178
14 N 1.33282 -1.24657 0.03621  0.145
15 N -1.01638 -1.85460 -0.05531  0.162
16 N -2.74291 -0.19567 0.01244  0.114
17 N -2.01879 2.02833 -0.02162  0.049
18 N 0.79402 0.97200 -0.07576  0.113

---

no.,strongest force on any atom (eV/Å),HOMO-LUMO gap (eV)
1,1.201,10.095
2,0.886,9.295
3,1.828,6.808
4,10.120,7.803